Formula: C3H6N2
Source: the OMol25 dataset
Level of theory: wB97M-V/def2-TZVPD

Properties
- max |F| (eV/Å) = 7.5
- energy relative to the best compared isomer or geometry (same formula, charge and spin) (eV) = 2.339
- Kohn-Sham gap (hartree) = 0.3448
- SMILES = [H]/N=C\NC=C
- multiplicity = 1

Each atom is followed by the atoms it is bonded to, with distances in Å.
CARTESIAN COORDINATES (ANGSTROEM)
1 H -1.146 2.192 -1.062  N2 1.086
2 N -0.088 2.416 -0.964  H1 1.086, C3 1.217
3 C 0.404 1.379 -0.560  N2 1.217, N4 1.463, H7 1.086
4 N -0.341 0.300 0.090  C3 1.463, C5 1.302, H8 1.105
5 C 0.422 -0.713 0.380  N4 1.302, C6 1.352, H9 1.107
6 C -0.094 -1.933 0.651  C5 1.352, H10 1.166, H11 1.155
7 H 1.482 1.249 -0.575  C3 1.086
8 H -1.360 0.275 -0.335  N4 1.105
9 H 1.427 -0.334 0.648  C5 1.107
10 H 0.526 -2.749 1.206  C6 1.166
11 H -1.232 -2.083 0.520  C6 1.155

Atom charges from the Mulliken analysis, given in e for atoms 1 to 4: atom 1 (H): 0.21, atom 2 (N): -0.54, atom 3 (C): 0.04, atom 4 (N): -0.29

=====

Formula: C42H52F30N5O7P
Source: the OMol25 dataset
Level of theory: wB97M-V/def2-TZVPD

Properties
- max |F| (eV/Å) = 5.8
- Kohn-Sham gap (hartree) = 0.2998
- SMILES = [H]/N=C(/C)CN([PH2]=N)[C@H](C(=O)NC(=O)F)[C@@](CCCC(F)(F)C(F)(F)F)(N=C(C)C)OCCOc1cc(C)ccc1C(C)C.FC(F)C(F)(F)COC(F)(F)C(F)F.FC(F)C(F)(F)COC(F)(F)C(F)F.FC(F)C(F)(F)COC(F)(F)C(F)F
- multiplicity = 1

Each atom is followed by the atoms it is bonded to, with distances in Å.
CARTESIAN COORDINATES (ANGSTROEM)
1 H -0.498 -3.991 -1.771  N2 1.040
2 N 0.538 -3.909 -1.742  H1 1.040, C3 1.335
3 C 0.850 -3.319 -2.898  N2 1.335, C4 1.595, C5 1.633
4 C 2.404 -3.068 -3.159  C3 1.595, H45 1.150, H46 1.153, H47 1.158
5 C -0.336 -2.963 -3.963  C3 1.633, N6 1.469, H48 1.162, H49 1.162
6 N -1.364 -2.037 -3.469  C5 1.469, P7 1.797, C9 1.482
7 P -2.737 -2.220 -4.613  N6 1.797, N8 1.620, H50 1.448, H51 1.442
8 N -2.195 -2.027 -6.126  P7 1.620, H52 1.031
9 C -1.063 -0.586 -3.448  N6 1.482, C10 1.610, C16 1.665, H53 1.164
10 C -0.003 -0.051 -4.536  C9 1.610, O11 1.277, N12 1.478
11 O -0.427 0.744 -5.440  C10 1.277
12 N 1.420 -0.437 -4.631  C10 1.478, C13 1.462, H54 1.037
13 C 2.327 0.642 -5.017  N12 1.462, O14 1.263, F15 1.417
14 O 3.336 0.833 -4.280  C13 1.263
15 F 2.263 1.455 -6.176  C13 1.417
16 C -0.798 0.036 -1.927  C9 1.665, C17 1.585, N27 1.518, O31 1.423
17 C -1.978 1.040 -1.593  C16 1.585, C18 1.599, H55 1.160, H56 1.163
18 C -1.939 1.827 -0.202  C17 1.599, C19 1.634, H57 1.155, H58 1.138
19 C -3.442 1.842 0.438  C18 1.634, C20 1.595, H59 1.152, H60 1.158
20 C -3.488 2.389 1.935  C19 1.595, F21 1.426, F22 1.446, C23 1.632
21 F -2.374 2.019 2.745  C20 1.426
22 F -3.562 3.832 1.996  C20 1.446
23 C -4.805 1.878 2.752  C20 1.632, F24 1.410, F25 1.437, F26 1.436
24 F -5.986 1.921 1.983  C23 1.410
25 F -4.522 0.551 3.226  C23 1.437
26 F -4.902 2.675 3.942  C23 1.436
27 N -0.734 -1.207 -1.057  C16 1.518, C28 1.311
28 C -1.810 -1.463 -0.354  N27 1.311, C29 1.634, C30 1.607
29 C -1.697 -1.274 1.265  C28 1.634, H61 1.148, H62 1.149, H63 1.155
30 C -3.228 -2.026 -0.860  C28 1.607, H64 1.143, H65 1.155, H66 1.147
31 O 0.543 0.511 -1.926  C16 1.423, C32 1.417
32 C 0.812 1.900 -2.000  O31 1.417, C33 1.635, H67 1.163, H68 1.141
33 C 1.365 2.436 -0.558  C32 1.635, O34 1.464, H69 1.160, H70 1.140
34 O 1.698 3.862 -0.585  C33 1.464, C35 1.431
35 C 2.918 3.978 0.154  O34 1.431, C36 1.581, C41 1.546
36 C 2.936 3.612 1.692  C35 1.581, C37 1.549, H71 1.155
37 C 4.204 3.718 2.575  C36 1.549, C38 1.607, C39 1.558
38 C 4.270 3.406 4.151  C37 1.607, H72 1.161, H73 1.158, H74 1.144
39 C 5.524 4.166 1.880  C37 1.558, C40 1.548, H75 1.153
40 C 5.503 4.525 0.374  C39 1.548, C41 1.584, H76 1.149
41 C 4.212 4.462 -0.541  C35 1.546, C40 1.584, C42 1.588
42 C 4.401 4.924 -2.048  C41 1.588, C43 1.638, C44 1.597, H77 1.161
43 C 4.486 6.555 -2.175  C42 1.638, H78 1.146, H79 1.152, H80 1.142
44 C 3.373 4.331 -3.117  C42 1.597, H81 1.159, H82 1.158, H83 1.141
45 H 2.694 -3.019 -4.270  C4 1.150
46 H 3.051 -3.809 -2.559  C4 1.153
47 H 2.649 -2.025 -2.718  C4 1.158
48 H -0.860 -3.989 -4.112  C5 1.162
49 H 0.098 -2.738 -5.017  C5 1.162
50 H -3.218 -3.585 -4.533  P7 1.448
51 H -3.802 -1.291 -4.328  P7 1.442
52 H -2.692 -1.253 -6.591  N8 1.031
53 H -2.066 -0.086 -3.762  C9 1.164
54 H 1.567 -1.209 -5.306  N12 1.037
55 H -3.043 0.593 -1.698  C17 1.160
56 H -1.962 1.856 -2.421  C17 1.163
57 H -1.685 2.936 -0.402  C18 1.155
58 H -1.267 1.390 0.606  C18 1.138
59 H -4.124 2.529 -0.188  C19 1.152
60 H -3.908 0.783 0.385  C19 1.158
61 H -1.576 -2.292 1.780  C29 1.148
62 H -2.671 -0.768 1.603  C29 1.149
63 H -0.814 -0.576 1.520  C29 1.155
64 H -3.519 -1.576 -1.870  C30 1.143
65 H -3.104 -3.170 -0.954  C30 1.155
66 H -4.065 -1.833 -0.100  C30 1.147
67 H 1.748 2.021 -2.680  C32 1.163
68 H 0.041 2.596 -2.471  C32 1.141
69 H 2.378 1.886 -0.426  C33 1.160
70 H 0.718 2.112 0.323  C33 1.140
71 H 1.961 3.284 2.217  C36 1.155
72 H 3.784 4.321 4.674  C38 1.161
73 H 5.366 3.411 4.523  C38 1.158
74 H 3.706 2.456 4.447  C38 1.144
75 H 6.520 4.252 2.455  C39 1.153
76 H 6.496 4.866 -0.092  C40 1.149
77 H 5.456 4.563 -2.374  C42 1.161
78 H 5.054 6.904 -1.242  C43 1.146
79 H 5.012 6.837 -3.160  C43 1.152
80 H 3.407 6.926 -2.128  C43 1.142
81 H 3.594 4.770 -4.168  C44 1.159
82 H 2.293 4.674 -2.880  C44 1.158
83 H 3.435 3.192 -3.117  C44 1.141
84 F -1.411 -5.953 6.596  C85 1.346
85 C -2.750 -5.974 6.458  F84 1.346, F86 1.358, C87 1.529, H98 1.093
86 F -3.095 -7.280 6.317  C85 1.358
87 C -3.230 -5.165 5.253  C85 1.529, F88 1.355, F89 1.367, C90 1.544
88 F -2.770 -5.695 4.094  C87 1.355
89 F -4.591 -5.274 5.200  C87 1.367
90 C -2.903 -3.657 5.279  C87 1.544, O91 1.434, H99 1.094, H100 1.093
91 O -1.751 -3.228 4.542  C90 1.434, C92 1.414
92 C -0.504 -3.321 5.203  O91 1.414, F93 1.347, F94 1.353, C95 1.533
93 F -0.704 -3.597 6.506  C92 1.347
94 F 0.028 -2.077 5.165  C92 1.353
95 C 0.452 -4.306 4.522  C92 1.533, F96 1.350, F97 1.356, H101 1.094
96 F -0.067 -5.551 4.466  C95 1.350
97 F 1.616 -4.400 5.212  C95 1.356
98 H -3.200 -5.610 7.385  C85 1.093
99 H -3.737 -3.160 4.774  C90 1.094
100 H -2.913 -3.247 6.293  C90 1.093
101 H 0.679 -3.987 3.501  C95 1.094
102 F 2.609 6.929 4.366  C103 1.349
103 C 2.167 6.702 3.112  F102 1.349, F104 1.356, C105 1.529, H116 1.093
104 F 3.214 6.961 2.290  C103 1.356
105 C 0.970 7.578 2.744  C103 1.529, F106 1.356, F107 1.366, C108 1.544
106 F 1.306 8.892 2.743  C105 1.356
107 F 0.621 7.281 1.457  C105 1.366
108 C -0.296 7.387 3.606  C105 1.544, O109 1.434, H117 1.094, H118 1.093
109 O -0.506 8.325 4.671  C108 1.434, C110 1.413
110 C 0.136 8.059 5.901  O109 1.413, F111 1.347, F112 1.354, C113 1.533
111 F 0.657 6.817 5.881  C110 1.347
112 F -0.844 8.036 6.835  C110 1.354
113 C 1.165 9.134 6.272  C110 1.533, F114 1.350, F115 1.356, H119 1.094
114 F 2.127 9.252 5.333  C113 1.350
115 F 1.791 8.821 7.434  C113 1.356
116 H 1.926 5.640 3.016  C103 1.093
117 H -1.144 7.557 2.935  C108 1.094
118 H -0.417 6.354 3.944  C108 1.093
119 H 0.685 10.109 6.389  C113 1.094
120 F -0.596 -7.652 -2.452  C121 1.348
121 C 0.239 -8.707 -2.538  F120 1.348, F122 1.357, C123 1.529, H134 1.093
122 F 1.431 -8.288 -2.047  C121 1.357
123 C 0.403 -9.211 -3.972  C121 1.529, F124 1.355, F125 1.366, C126 1.544
124 F 0.979 -8.270 -4.758  C123 1.355
125 F 1.278 -10.260 -3.943  C123 1.366
126 C -0.881 -9.721 -4.660  C123 1.544, O127 1.434, H135 1.094, H136 1.093
127 O -1.556 -8.806 -5.535  C126 1.434, C128 1.413
128 C -2.463 -7.899 -4.943  O127 1.413, F129 1.347, F130 1.353, C131 1.532
129 F -2.674 -8.243 -3.658  C128 1.347
130 F -3.644 -8.087 -5.577  C128 1.353
131 C -2.026 -6.440 -5.107  C128 1.532, F132 1.350, F133 1.361, H137 1.094
132 F -0.814 -6.215 -4.556  C131 1.350
133 F -2.898 -5.601 -4.486  C131 1.361
134 H -0.132 -9.498 -1.880  C121 1.093
135 H -0.565 -10.532 -5.323  C126 1.094
136 H -1.571 -10.194 -3.956  C126 1.093
137 H -1.973 -6.163 -6.164  C131 1.094

Atom charges from the Mulliken analysis, given in e for atoms 1 to 4: atom 1 (H): 0.26, atom 2 (N): -0.69, atom 3 (C): 0.77, atom 4 (C): -1.04

=====

Formula: C14H23NO8P
Source: the OMol25 dataset
Level of theory: wB97M-V/def2-TZVPD

Properties
- max |F| (eV/Å) = 5.5
- energy relative to the best compared isomer or geometry (same formula, charge and spin) (eV) = 1.030
- net charge = -1
- Kohn-Sham gap (hartree) = 0.2437
- multiplicity = 1

Each atom is followed by the atoms it is bonded to, with distances in Å.
CARTESIAN COORDINATES (ANGSTROEM)
1 N 1.905 1.885 1.904  C2 1.518, H7 1.028, H8 1.028
2 C 1.423 0.632 1.197  N1 1.518, P3 1.891, H9 1.139, H10 1.158
3 P -0.223 0.850 0.290  C2 1.891, C4 1.906, H11 1.453
4 C -1.617 1.379 1.477  P3 1.906, O5 1.286, O6 1.372
5 O -2.636 1.926 0.915  C4 1.286
6 O -1.496 1.126 2.819  C4 1.372
7 H 2.519 2.405 1.264  N1 1.028
8 H 1.109 2.480 2.168  N1 1.028
9 H 1.464 -0.255 1.910  C2 1.139
10 H 2.216 0.439 0.376  C2 1.158
11 H -0.023 2.030 -0.535  P3 1.453
12 O -6.175 5.272 5.565  C13 1.208
13 C -5.522 4.437 4.987  O12 1.208, O14 1.357, C17 1.506
14 O -4.329 3.964 5.431  C13 1.357, C15 1.438
15 C -3.777 3.069 4.451  O14 1.438, C16 1.508, H18 1.093, H19 1.090
16 C -4.954 2.603 3.631  C15 1.508, C17 1.514, H20 1.091, H21 1.095
17 C -5.872 3.807 3.665  C13 1.506, C16 1.514, H22 1.093, H23 1.090
18 H -3.045 3.616 3.851  C15 1.093
19 H -3.274 2.240 4.950  C15 1.090
20 H -4.678 2.288 2.623  C16 1.091
21 H -5.441 1.756 4.127  C16 1.095
22 H -5.646 4.513 2.862  C17 1.093
23 H -6.922 3.514 3.636  C17 1.090
24 O 1.024 -1.192 -1.952  C25 1.203
25 C 0.950 -2.289 -1.465  O24 1.203, O26 1.363, C29 1.503
26 O 1.917 -3.243 -1.584  C25 1.363, C27 1.432
27 C 1.459 -4.459 -0.981  O26 1.432, C28 1.511, H30 1.095, H31 1.092
28 C 0.382 -4.039 -0.008  C27 1.511, C29 1.515, H32 1.091, H33 1.095
29 C -0.219 -2.826 -0.687  C25 1.503, C28 1.515, H34 1.093, H35 1.090
30 H 1.075 -5.116 -1.768  C27 1.095
31 H 2.292 -4.956 -0.481  C27 1.092
32 H -0.342 -4.829 0.200  C28 1.091
33 H 0.837 -3.740 0.942  C28 1.095
34 H -1.014 -3.100 -1.383  C29 1.093
35 H -0.576 -2.094 0.038  C29 1.090
36 O 4.415 0.614 -2.688  C37 1.203
37 C 4.313 -0.207 -3.561  O36 1.203, O38 1.364, C41 1.504
38 O 5.375 -0.820 -4.158  C37 1.364, C39 1.431
39 C 4.905 -1.652 -5.223  O38 1.431, C40 1.511, H42 1.095, H43 1.092
40 C 3.458 -1.937 -4.896  C39 1.511, C41 1.514, H44 1.092, H45 1.095
41 C 3.026 -0.672 -4.185  C37 1.504, C40 1.514, H46 1.093, H47 1.092
42 H 5.020 -1.108 -6.166  C39 1.095
43 H 5.503 -2.564 -5.267  C39 1.092
44 H 2.856 -2.173 -5.777  C40 1.092
45 H 3.393 -2.786 -4.207  C40 1.095
46 H 2.674 0.089 -4.886  C41 1.093
47 H 2.270 -0.877 -3.424  C41 1.092

Atom charges from the Mulliken analysis, given in e for atoms 1 to 4: atom 1 (N): -0.66, atom 2 (C): -0.24, atom 3 (P): -0.14, atom 4 (C): 0.48